<i>
Entry from the Open Molecules 2025 dataset: 2 unconnected molecules or ions with the total composition H3NOS2 (ωB97M-V/def2-TZVPD).

Geometry as XYZ:
```
7
H3NOS2 ωB97M-V/def2-TZVPD
N -0.272 -1.850 0.674
O 1.218 1.559 -0.803
S -1.194 2.969 -1.047
S 0.476 2.707 -0.227
H -0.835 -1.432 0.000
H 0.096 -2.773 0.379
H 0.512 -1.181 1.024
```

Values from the calculation:
Spin multiplicity   1
Charge   0
HOMO-LUMO gap   7.6 eV

<ii>
Entry from the Open Molecules 2025 dataset: a molecular structure, H3NOS2 (ωB97M-V/def2-TZVPD).

Geometry as XYZ:
```
7
H3NOS2 ωB97M-V/def2-TZVPD
N 0.000 0.262 -0.434
O -0.938 1.140 -0.421
S -0.481 -1.189 -1.018
S -2.429 0.780 -0.971
H 1.392 0.292 1.661
H 0.644 -1.840 -0.927
H 1.812 0.556 2.110
```

Values from the calculation:
Spin multiplicity   1
Charge   0
HOMO-LUMO gap (alpha / beta)   7.6 / 7.6 eV

Of them, <i> has the highest stability.

<i>
Entry from the Open Molecules 2025 dataset: a gas-phase ion, C5H9N2O (charge +1) (ωB97M-V/def2-TZVPD).

Geometry as XYZ:
```
17
C5H9N2O ωB97M-V/def2-TZVPD
C -0.632 1.341 -0.603
C -1.032 0.496 0.531
C 1.141 -0.461 -0.735
C 2.271 0.138 -0.082
C -1.867 -0.805 0.397
N 1.950 -1.296 0.147
N 0.308 0.506 0.037
O 1.388 0.947 0.697
H -0.794 0.999 -1.690
H -0.654 2.329 -0.345
H -1.284 1.024 1.433
H 0.870 -0.706 -1.784
H 3.368 0.293 -0.241
H -1.940 -1.255 -0.589
H -2.849 -0.566 0.636
H -1.674 -1.570 1.105
H 1.429 -1.414 1.086
```

Values from the calculation:
Spin multiplicity   1
Charge   +1
HOMO-LUMO gap   12.8 eV

<ii>
Entry from the Open Molecules 2025 dataset: 2 unconnected molecules or ions with the total composition C5H9N2O (ωB97M-V/def2-TZVPD).

Geometry as XYZ:
```
17
C5H9N2O ωB97M-V/def2-TZVPD
C -2.839 0.562 -0.266
C -2.701 -0.543 0.531
C -0.696 0.034 -0.210
C 2.173 0.757 0.450
C 1.739 -0.291 -0.485
N -1.552 0.973 -0.612
N 1.864 -1.546 -0.050
O -1.368 -0.855 0.534
H -3.816 0.920 -0.497
H -3.515 -0.882 1.069
H 3.208 1.005 0.142
H 1.533 1.712 0.587
H 2.241 0.341 1.468
H 1.465 -0.006 -1.463
H 1.869 -2.170 -0.826
H -1.262 1.722 -1.296
H 1.657 -1.732 0.924
```

Values from the calculation:
Spin multiplicity   1
Charge   +1
HOMO-LUMO gap   9.6 eV

Of them, <ii> has the highest stability.

<i>
Entry from the Open Molecules 2025 dataset: a gas-phase ion, C6H12NS (charge +1) (ωB97M-V/def2-TZVPD).

Geometry as XYZ:
```
20
C6H12NS ωB97M-V/def2-TZVPD
C 1.097 -0.766 1.792
C 0.679 0.411 2.161
C 1.152 -1.290 0.389
C -0.479 0.517 -0.500
C -1.776 -0.296 -0.247
C -0.591 1.457 -1.682
N 0.779 -0.347 -0.690
S 0.014 1.674 1.172
H 1.583 -1.371 2.528
H 0.900 0.768 3.248
H 2.177 -1.544 0.330
H 0.537 -2.140 0.446
H -1.702 -0.900 0.749
H -2.084 -1.043 -1.067
H -2.756 0.350 -0.119
H 0.281 2.117 -1.803
H -1.592 2.112 -1.612
H -0.684 1.045 -2.712
H 1.586 0.205 -0.845
H 0.878 -0.957 -1.536
```

Values from the calculation:
Spin multiplicity   1
Charge   +1
HOMO-LUMO gap   9.3 eV

<ii>
Entry from the Open Molecules 2025 dataset: a gas-phase ion, C6H12NS (charge +1) (ωB97M-V/def2-TZVPD).

Geometry as XYZ:
```
20
C6H12NS ωB97M-V/def2-TZVPD
C -0.178 -0.517 2.408
C -0.460 -0.645 1.063
C 1.287 0.988 -0.154
C 1.306 1.202 -1.671
C -0.979 0.498 -1.385
C -0.819 -1.958 0.508
N -0.182 0.547 0.218
S -0.242 1.830 -2.257
H 0.104 0.516 2.564
H -0.602 -1.167 3.133
H 2.008 0.237 0.280
H 1.446 1.971 0.435
H 2.065 1.906 -1.939
H 1.639 0.366 -2.282
H -0.822 -0.459 -1.753
H -1.997 0.657 -1.291
H -1.963 -2.119 0.425
H -0.568 -2.739 1.314
H -0.375 -2.340 -0.394
H -0.666 1.226 0.779
```

Values from the calculation:
Spin multiplicity   1
Charge   +1
HOMO-LUMO gap   10.4 eV

Of them, <i> has the highest stability.

<i>
Entry from the Open Molecules 2025 dataset: a gas-phase ion, C6H7N2O2 (charge +1) (ωB97M-V/def2-TZVPD).

Geometry as XYZ:
```
17
C6H7N2O2 ωB97M-V/def2-TZVPD
C 1.297 0.896 0.308
C 1.584 -0.542 0.618
C 0.955 1.005 -1.047
C -1.083 0.750 0.778
C -2.442 -0.286 -0.727
C 0.881 -1.568 0.236
N -0.247 0.624 -1.330
N -1.113 0.190 -0.343
O 0.042 1.169 1.134
O -2.860 -0.899 0.169
H 2.053 1.712 0.583
H 2.366 -0.762 1.363
H 1.746 1.315 -1.710
H -1.933 0.761 1.448
H -2.700 -0.171 -1.807
H 1.401 -2.487 0.631
H 0.052 -1.708 -0.304
```

Values from the calculation:
Spin multiplicity   1
Charge   +1
HOMO-LUMO gap   10.0 eV

<ii>
Entry from the Open Molecules 2025 dataset: a gas-phase ion, C6H7N2O2 (charge +1) (ωB97M-V/def2-TZVPD).

Geometry as XYZ:
```
17
C6H7N2O2 ωB97M-V/def2-TZVPD
C -0.475 -1.897 0.927
C -1.653 -0.824 2.332
C 0.555 2.277 -1.309
C 0.254 1.538 -0.191
C 0.355 0.148 -0.291
C 1.073 -0.600 -1.348
N -1.212 -2.025 1.960
N -0.294 -0.550 0.616
O -2.455 -0.382 3.070
O -1.012 0.190 1.489
H 0.001 -2.794 0.463
H 0.343 3.357 -1.419
H 1.080 1.880 -2.094
H -0.199 2.048 0.677
H 1.339 -1.593 -0.959
H 1.939 -0.087 -1.743
H 0.360 -0.687 -2.181
```

Values from the calculation:
Spin multiplicity   1
Charge   +1
HOMO-LUMO gap (alpha / beta)   8.4 / 8.4 eV

Of them, <ii> has the highest stability.

<i>
Entry from the Open Molecules 2025 dataset: 2 unconnected molecules or ions with the total composition C2H10N3O (ωB97M-V/def2-TZVPD).

Geometry as XYZ:
```
16
C2H10N3O ωB97M-V/def2-TZVPD
C 0.339 -0.223 -0.343
N 1.375 -0.968 -0.753
N -0.515 -0.642 0.622
N 0.023 1.004 -0.876
C -0.515 -1.984 1.256
H 1.455 -1.972 -0.575
H 2.136 -0.469 -1.219
H -1.126 0.106 0.957
H -0.777 1.493 -0.469
H 0.621 1.480 -1.557
H -1.223 -2.039 2.100
H 0.498 -2.208 1.629
H -0.794 -2.749 0.512
O -0.304 3.301 -0.680
H -0.975 2.616 -0.903
H -0.217 3.254 0.299
```

Values from the calculation:
Spin multiplicity   1
Charge   +1
HOMO-LUMO gap   11.3 eV

<ii>
Entry from the Open Molecules 2025 dataset: a gas-phase ion, C2H10N3O (charge +1) (ωB97M-V/def2-TZVPD).

Geometry as XYZ:
```
16
C2H10N3O ωB97M-V/def2-TZVPD
C 0.170 0.728 0.286
C -0.701 -0.526 0.122
N 0.322 1.122 1.665
N -0.461 -0.970 -1.545
N 1.369 0.733 -0.470
O -0.276 -1.559 0.914
H -0.429 1.540 -0.170
H -1.821 -0.409 0.121
H -0.377 0.959 2.299
H 0.590 2.071 1.685
H 0.434 -0.481 -1.690
H -0.398 -1.961 -1.717
H 1.606 1.728 -0.484
H 2.187 0.263 -0.040
H -1.390 -0.555 -1.983
H -1.016 -1.944 1.357
```

Values from the calculation:
Spin multiplicity   1
Charge   +1
HOMO-LUMO gap   10.0 eV

Of them, <i> has the highest stability.

<i>
Entry from the Open Molecules 2025 dataset: 2 unconnected molecules or ions with the total composition CH2Cl3OPS2 (ωB97M-V/def2-TZVPD).

Geometry as XYZ:
```
10
CH2Cl3OPS2 ωB97M-V/def2-TZVPD
C -2.369 -1.054 0.084
O -1.010 0.269 -2.166
P -1.187 -1.232 -1.568
S 3.333 -0.495 0.385
S 1.909 -0.946 -1.040
Cl -3.614 -2.294 -0.020
Cl -3.006 0.625 0.094
Cl -1.322 -1.184 1.574
H -1.165 1.028 -1.606
H 1.376 0.152 -1.719
```

Values from the calculation:
Spin multiplicity   1
Charge   0
HOMO-LUMO gap (alpha / beta)   8.1 / 6.1 eV

<ii>
Entry from the Open Molecules 2025 dataset: 2 unconnected molecules or ions with the total composition CH2Cl3OPS2 (ωB97M-V/def2-TZVPD).

Geometry as XYZ:
```
10
CH2Cl3OPS2 ωB97M-V/def2-TZVPD
C -0.438 -0.935 0.051
O 0.834 1.334 1.252
P -0.289 0.168 -1.443
S -1.859 1.175 -1.798
S 1.228 -0.346 -2.610
Cl -1.439 -2.308 -0.666
Cl -1.507 -0.330 1.333
Cl 1.010 -1.631 0.663
H 1.642 0.760 1.267
H 0.819 2.112 1.950
```

Values from the calculation:
Spin multiplicity   1
Charge   0
HOMO-LUMO gap   8.0 eV

Of them, <ii> has the highest stability.